# 1
52
Properties=species:S:1:pos:R:3:forces:R:3 method="wB97M-V/def2-TZVPD" energy_ev=-194727.336 e_above_lowest_kcal_mol=57.53 homo_energy_ev="-7.1 / -7.4" total_charge=0 e_lumo_ev="-2.1 / -1.4" orbital_gap_ha="0.1818 / 0.2208" max_force_ev_per_a=1.93
O -0.5275 -0.8917 2.2073 0.357 -0.488 0.207
C -1.7094 -0.4174 -2.4217 -0.110 0.744 -0.654
C 1.7890 2.1286 -4.7745 -0.096 -0.047 0.179
H 1.8268 3.6325 -6.2934 -0.016 0.021 0.011
C 3.3583 3.9494 -4.8252 0.019 0.029 -0.035
S 1.7161 0.2766 -2.7336 1.358 0.254 -0.752
Sn 0.2603 0.3707 0.0268 0.282 -0.221 0.205
C 3.0403 -0.8711 -3.1213 -0.076 -0.275 -0.145
O -0.5374 1.5611 -1.7842 0.471 0.306 0.529
Se 1.2567 2.4403 0.9789 1.118 1.151 -0.085
Se -3.5913 -0.5446 1.1840 0.098 -0.183 -0.283
N -1.0760 -1.0298 -1.2575 0.271 -0.764 -0.430
H 1.3999 -1.9708 4.7369 0.005 0.008 0.029
C 0.0461 -3.2021 2.6313 -0.050 0.101 0.058
C 1.8286 -1.5336 2.1507 -0.628 -0.364 0.430
O 1.8474 -0.6895 1.1851 0.077 0.202 -1.211
C 2.3796 1.6921 -3.5998 -0.277 0.157 -0.178
H 2.8161 -0.6137 -5.2402 0.056 -0.030 -0.053
C 0.4504 -1.7478 2.8310 0.421 -0.090 0.105
H 5.7736 -3.4309 -3.9455 0.002 0.003 -0.012
O 2.0435 0.5986 -1.2761 -0.832 -0.586 0.451
H -1.7440 -1.3344 -0.5590 -0.258 -0.014 0.176
H -1.3573 -1.3847 2.2007 -0.358 0.232 -0.109
O -1.4369 1.4671 -3.8410 0.128 -0.009 0.266
C 3.3430 -1.1361 -4.4505 -0.066 0.035 0.020
C 4.6762 -2.4535 -2.3894 -0.027 -0.004 -0.162
H -0.8930 -3.4082 3.1526 0.000 -0.035 -0.020
H -0.3404 -1.6193 4.8429 -0.020 0.014 -0.024
C 0.5839 -1.3939 4.3067 -0.086 0.007 -0.051
C 3.6866 -1.5277 -2.0870 -0.095 0.119 0.228
H 3.8878 1.9805 -2.1154 0.041 0.070 0.010
C 5.0008 -2.7102 -3.7129 0.050 -0.088 0.055
H 3.4294 -1.3034 -1.0586 0.000 -0.010 0.034
H 0.8236 -3.8524 3.0251 -0.008 -0.019 -0.002
Te -0.6839 2.6893 2.3841 0.060 1.471 1.242
C 3.9524 3.4885 -3.6567 -0.015 -0.069 -0.016
C -1.1893 1.0141 -2.7336 -0.369 -0.614 -0.129
O 2.7722 -2.1762 2.5780 -0.011 0.236 -0.214
H 4.8004 4.0095 -3.2338 -0.023 0.017 0.034
H 3.7347 4.8472 -5.2977 -0.005 -0.008 -0.022
Te -2.8944 1.3468 2.4813 -1.140 -0.392 0.123
C 4.3350 -2.0568 -4.7420 -0.067 0.027 -0.046
H -1.5435 -0.9811 -3.3392 -0.069 -0.216 0.171
H -2.7824 -0.2951 -2.2733 0.009 -0.227 0.126
H 0.8054 -0.3319 4.4211 -0.002 0.003 -0.009
H 5.1831 -2.9769 -1.5904 0.014 0.039 0.023
H -0.4921 -1.8175 -1.5092 -0.101 -0.260 -0.120
H 0.9321 1.6139 -5.1815 -0.162 -0.011 0.000
H 4.5830 -2.2677 -5.7737 0.023 0.009 0.003
C 2.2862 3.2722 -5.3831 0.055 -0.031 -0.109
C 3.4590 2.3554 -3.0361 0.050 -0.137 0.174
H -0.0832 -3.4132 1.5676 0.000 -0.063 -0.016

---

# 2
86
Properties=species:S:1:pos:R:3:forces:R:3 method="wB97M-V/def2-TZVPD" energy_ev=-74670.423 homo_energy_ev=-5.6 total_charge=-1 e_lumo_ev=1.9 orbital_gap_ha=0.2723 max_force_ev_per_a=0.94
C 2.0393 0.3378 1.5381 0.037 -0.128 0.067
O 2.9900 -1.0973 4.8631 0.026 0.031 -0.006
H -2.8422 6.4464 -2.0395 -0.001 -0.038 -0.029
H 1.7741 -0.5114 2.1763 -0.039 0.032 0.024
H 2.6872 0.6987 -1.4914 0.007 0.009 0.002
H -1.4058 -7.1249 -1.1714 -0.011 -0.021 0.001
H -2.6496 -7.7252 0.8542 -0.006 0.001 0.007
H 0.9612 -0.4100 -0.1722 0.009 -0.016 0.022
O -1.1853 4.7844 0.2869 -0.393 -0.545 -0.656
H -2.7874 7.9105 0.4273 -0.018 -0.047 0.090
H 4.7580 0.8120 4.9534 0.007 -0.001 -0.004
H 6.4635 0.6395 5.4232 0.007 0.008 0.017
H -3.5728 5.3458 -0.8795 0.018 -0.031 0.014
H -0.0818 -3.8420 -1.6381 -0.001 -0.014 -0.011
O 1.2246 1.6338 -0.3426 0.037 0.054 0.039
H 1.1494 -2.9317 -2.5303 0.001 -0.005 0.011
C -2.6700 -3.0733 -4.2722 -0.008 0.006 0.018
N -0.6017 8.2808 -1.2896 0.081 0.005 0.187
O 5.1701 -0.3047 6.6636 -0.006 -0.016 -0.038
H 0.0160 0.6084 0.9297 0.000 -0.035 0.012
H 4.9354 -1.7314 4.4556 -0.012 0.012 0.029
C 0.0736 -3.1137 -2.4420 0.091 0.088 0.001
H -3.6852 -3.3288 -3.9731 -0.001 -0.012 -0.014
S 0.0314 9.3536 -2.3285 -0.165 -0.082 -0.108
O -0.4923 10.6571 -1.9801 -0.078 0.024 0.079
H 5.0417 0.9668 0.3792 0.007 -0.007 0.016
H 3.6382 -2.8250 3.9130 0.019 -0.007 0.013
O 0.2980 6.1872 -2.4486 0.148 -0.152 0.187
C -2.6124 -6.6326 0.8742 -0.005 0.006 0.003
H 0.2077 7.0494 -3.9043 0.405 0.165 0.099
C 4.1635 1.2247 0.9692 0.001 0.005 -0.024
O -3.0000 -6.0734 -0.3638 -0.030 -0.046 0.012
H -4.8205 -9.5631 -0.0734 -0.006 -0.013 -0.015
O -1.8061 -4.0244 -3.6764 -0.013 -0.001 -0.028
C 0.9955 0.4880 0.4551 -0.098 0.065 -0.078
H -5.5688 -8.9178 -1.5492 -0.002 0.021 -0.003
H -2.4419 -2.0592 -3.9368 -0.009 -0.001 0.007
C -3.2177 -7.6506 -2.1993 0.022 -0.074 -0.031
H 2.0562 1.2360 2.1635 0.005 0.001 0.003
H 3.3116 0.5738 6.9195 -0.003 -0.001 0.001
H 3.9157 -1.2820 3.0702 -0.013 -0.040 -0.018
O 1.0932 6.7257 -0.1771 0.106 -0.099 -0.007
H -2.6011 -3.1129 -5.3646 0.016 0.016 0.000
H 3.6575 2.0752 0.5075 0.006 -0.002 -0.005
H -4.3863 7.1462 0.3598 -0.009 0.023 0.032
C -3.5154 7.4340 -0.2275 0.195 0.072 -0.103
C -2.9151 6.2120 -0.9736 -0.063 0.228 0.149
C 3.9245 -1.7747 4.0419 -0.001 0.028 -0.082
H -2.1025 -5.8348 -2.1739 0.002 -0.016 -0.030
C 3.8068 -0.3960 7.0365 0.040 -0.001 0.053
H -2.1187 -1.0658 -1.1273 0.037 0.021 -0.007
H -2.6951 -7.9999 -3.0946 -0.004 0.017 -0.008
H 3.5536 -2.4176 6.3558 0.004 0.004 0.003
H -4.9680 -7.8052 -0.2956 0.000 -0.005 0.008
H -4.1469 -7.1656 -2.5168 0.002 0.002 -0.004
O -3.5020 -8.7883 -1.3995 0.003 0.023 0.041
C 1.8160 1.3511 -1.5982 -0.020 0.041 -0.036
C 5.4510 0.7800 5.7976 0.008 -0.004 -0.009
H 1.0939 0.8757 -2.2705 0.010 -0.033 0.013
O -0.5491 -1.8844 -2.1218 -0.085 -0.027 -0.005
H -3.3074 -6.2653 1.6278 0.012 0.018 0.002
O 1.4658 9.2196 -2.4674 0.068 0.029 0.089
H 3.7706 -0.6702 8.0954 -0.012 0.003 0.000
O 3.3318 0.0785 1.0084 0.001 0.030 -0.007
C -1.5787 -2.0106 -1.1553 0.025 0.031 0.029
H 0.1290 -4.5884 -3.9842 -0.003 0.002 -0.012
S 0.0155 6.8329 -1.1396 -0.189 -0.114 -0.142
H -2.7129 8.9868 -3.4721 0.119 0.476 0.120
C 3.0671 -1.4437 6.2322 -0.050 0.006 -0.026
B -0.8326 8.6576 -3.8646 0.159 0.007 0.031
H -1.1541 -2.2024 -0.1634 -0.024 -0.026 0.007
O -2.0899 9.1102 -4.1945 -0.052 -0.360 -0.307
H -0.3637 4.3344 0.0456 0.343 0.384 0.523
H -3.8044 8.2177 -0.9263 -0.142 -0.039 -0.011
B -1.4694 5.8408 -0.5169 0.125 0.021 0.118
H -1.5990 -6.3175 1.1485 0.010 -0.021 -0.010
O -0.1902 7.6905 -4.5404 -0.602 -0.017 -0.362
H 4.4849 1.5094 1.9780 -0.016 0.012 0.004
H -2.2726 -2.8166 -1.4059 -0.001 -0.001 0.002
C -4.7827 -8.7555 -0.8029 0.003 -0.003 0.007
H -0.2642 -2.9605 -4.5607 0.008 0.017 0.017
H 2.0444 -1.5238 6.6143 0.004 -0.008 0.011
H 2.1285 2.3021 -2.0257 -0.029 0.005 -0.008
C -2.3414 -6.6478 -1.4843 0.017 0.135 0.024
C -0.4331 -3.6782 -3.7517 -0.007 -0.076 0.008
H 5.4018 1.7333 6.3347 -0.023 0.003 -0.005

---

# 3
55
Properties=species:S:1:pos:R:3:forces:R:3 method="wB97M-V/def2-TZVPD" energy_ev=-121272.937 e_above_lowest_kcal_mol=14.25 homo_energy_ev=-13.6 total_charge=+2 e_lumo_ev=-8.4 orbital_gap_ha=0.1896 max_force_ev_per_a=1.09
H -1.7733 4.5414 2.3389 0.075 0.007 -0.037
H 3.8897 0.1805 5.7845 0.017 -0.017 -0.024
H 0.3076 -3.6113 1.7780 -0.036 0.027 0.027
O -2.2283 -3.2184 -5.0024 -0.010 0.054 -0.008
C -0.4759 -4.2733 -1.4235 0.021 0.036 0.069
C 0.3739 -2.0352 -1.2253 0.249 0.127 -0.235
N 1.2718 2.9792 0.4966 0.516 -0.227 -0.628
H 2.0225 -2.5259 2.2072 -0.131 -0.032 0.146
Ir 1.0535 0.9040 0.6855 0.623 0.579 -0.687
C 0.5601 -2.2251 0.1338 0.138 0.184 0.087
H 2.6658 2.8035 2.6407 -0.101 0.034 -0.011
N -1.7103 3.5356 2.2916 -0.037 0.202 0.036
C 2.8998 -0.7070 4.0877 0.128 -0.070 0.255
O -0.0222 0.7641 -4.7239 -0.030 -0.078 0.057
C -2.9516 -1.6496 -3.3709 -0.158 -0.233 0.014
N 1.1487 -1.1726 0.9299 -0.548 -0.177 -0.178
N -1.1823 -1.1972 -4.8885 0.014 0.036 -0.047
H -0.6125 -1.4535 -5.6848 0.023 -0.018 0.005
N -1.7510 0.3959 -3.2992 -0.162 -0.099 0.312
H -0.2168 -2.9546 -3.0737 0.034 0.062 -0.017
Br -1.2139 -5.6213 -2.4736 -0.030 -0.140 -0.076
N 0.3973 3.6506 1.3684 0.140 0.209 0.301
C 3.4283 0.3521 4.8212 -0.056 -0.101 -0.039
C -0.5501 1.9112 -1.6714 0.139 -0.268 0.058
H 3.7970 2.4722 4.7985 -0.047 0.006 -0.002
C 3.3610 1.6255 4.2870 0.045 0.009 -0.014
O -1.2454 -0.4718 1.9209 0.037 -0.002 -0.058
H -3.3524 -0.1061 -2.0061 0.035 0.036 0.002
F -3.8948 -2.4632 -2.9049 0.073 0.021 -0.041
H 0.3265 4.6557 1.2715 -0.076 -0.024 -0.131
N 2.1923 0.8032 2.3802 -0.006 0.206 0.219
C 2.3093 -0.4466 2.8746 -0.168 -0.258 -0.322
H 0.6522 -1.0959 -1.6829 -0.030 -0.089 -0.062
C -0.9169 0.0402 -4.3448 0.132 -0.014 -0.044
C -0.3006 -4.4659 -0.0577 0.021 -0.027 0.014
O -0.1876 3.0768 -1.4742 -0.104 0.129 -0.071
H -1.2655 2.3923 -3.5552 -0.147 0.047 -0.092
C -0.6627 2.9394 1.7737 -0.250 -0.170 0.150
N -1.5172 0.6831 2.0358 -0.230 0.231 0.203
C -2.7433 -0.4574 -2.8275 0.067 0.322 0.019
O -0.1348 0.8828 -0.9992 -0.138 0.022 -0.071
C -0.1191 -3.0673 -2.0052 0.044 0.105 -0.020
O -2.5463 1.1521 2.4634 -0.028 -0.181 -0.023
H 2.9343 -1.7249 4.4536 0.079 0.026 0.005
H 2.2024 3.3838 0.5532 0.066 -0.119 0.340
C -1.5844 1.7204 -2.7625 0.037 -0.146 -0.035
C -2.1425 -2.1360 -4.4887 0.050 -0.045 -0.075
C 2.7273 1.8159 3.0692 0.039 -0.067 0.011
H 0.8604 3.1199 -0.5028 -0.212 0.120 0.007
H -2.5347 2.0754 -2.3595 -0.004 0.045 -0.051
C 1.7860 -1.4902 1.9959 0.475 -0.064 0.044
H -0.5719 -5.4093 0.3949 -0.036 0.030 0.021
H -2.4831 2.9728 2.6213 0.025 0.038 0.002
N -0.4956 1.5975 1.6388 -0.482 -0.302 0.415
C 0.2191 -3.4476 0.7121 -0.084 0.016 0.281

---

# 4
16
Properties=species:S:1:pos:R:3:forces:R:3 method="wB97M-V/def2-TZVPD" smiles=CC.CC energy_ev=-4342.415 e_above_lowest_kcal_mol=2.61 homo_energy_ev=-11.6 total_charge=0 e_lumo_ev=1.2 orbital_gap_ha=0.4696 max_force_ev_per_a=0.76
H 2.5219 1.4196 0.2317 -0.063 0.103 -0.097
H 0.4536 0.3571 1.2313 0.056 0.180 0.337
H -1.9712 1.3646 -1.3066 -0.119 -0.235 -0.130
C -2.0182 -0.4313 -0.0540 -0.345 -0.621 0.262
H -1.9183 0.1941 0.8355 0.051 0.026 -0.151
H -1.3629 -1.2944 0.0777 0.205 0.133 -0.022
H -0.6788 0.2027 -1.6106 0.144 0.243 0.085
C 2.3137 0.3556 0.1556 0.364 -0.376 0.022
H -3.0144 -0.8830 -0.0260 -0.103 0.359 -0.043
C 1.4222 -0.1379 1.2867 -0.185 -0.309 -0.477
H 1.8846 0.1249 -0.8164 -0.286 0.256 -0.092
H 1.1998 -1.1962 1.1560 0.071 -0.147 -0.004
H -2.2436 -0.1700 -2.2037 -0.247 0.169 0.074
H 3.2710 -0.1657 0.1336 0.129 0.032 0.249
H 1.8758 -0.0375 2.2690 -0.049 0.268 0.066
C -1.7351 0.2973 -1.3598 0.378 -0.082 -0.077

---

# 5
38
Properties=species:S:1:pos:R:3:forces:R:3 method="wB97M-V/def2-TZVPD" smiles="CCCCCCCCCCCC(=O)O" energy_ev=-16929.492 e_above_lowest_kcal_mol=0.15 homo_energy_ev=-10.5 total_charge=0 e_lumo_ev=0.8 orbital_gap_ha=0.4166 max_force_ev_per_a=0.65
H -0.2777 -0.1524 -0.9392 0.056 0.096 -0.100
H -6.2994 1.1018 -0.8042 0.316 0.055 0.078
H -0.3445 -2.9389 0.2968 -0.059 -0.004 0.086
O -5.8853 0.4822 -0.1827 -0.577 -0.288 0.037
H 2.0757 -2.8482 0.4451 0.058 -0.065 -0.038
H 1.6107 0.2853 1.0321 -0.104 -0.020 0.117
H -2.0039 0.7204 0.6264 0.070 0.008 0.066
H -1.9773 -0.7571 1.6028 0.022 0.052 0.049
C -3.9351 -0.1294 0.9925 0.250 0.052 -0.013
H -2.5540 -2.1023 -0.3975 -0.063 -0.054 -0.033
H -4.4428 -1.0941 0.9626 -0.013 0.017 0.075
H -4.1065 0.3089 1.9797 -0.106 -0.032 -0.009
H -2.6850 -0.6264 -1.3585 -0.074 -0.045 -0.037
H 3.4058 -1.2672 -0.8806 0.029 0.064 -0.084
C -2.1573 -1.0914 -0.5227 0.220 0.244 0.058
H 0.1543 -1.4572 1.1058 -0.052 -0.029 0.114
C -4.5919 0.7916 -0.0040 0.028 0.101 -0.034
H 3.6956 1.5218 1.5308 0.090 0.026 0.022
H -0.5636 -1.6344 -1.8507 0.075 0.048 -0.073
H 4.5463 0.6082 0.2858 0.056 -0.019 0.076
C 0.1425 -1.9717 0.1450 0.141 0.038 -0.266
H 1.6979 3.5979 -0.8513 -0.097 0.081 -0.021
H 1.9578 -0.3691 -1.3211 0.045 0.057 -0.125
C 1.8751 2.7907 -0.1441 0.206 -0.077 -0.155
C -0.6702 -1.1677 -0.8683 -0.184 -0.225 0.201
C 1.5813 -2.2285 -0.3078 -0.055 0.134 0.025
H 1.5599 -2.7991 -1.2401 0.002 -0.094 0.012
H 1.0285 2.1110 -0.1932 -0.166 -0.041 0.026
H 2.9273 -0.7667 1.5412 -0.087 -0.026 0.069
O -4.0691 1.7118 -0.5710 0.172 0.105 -0.059
C 3.5747 1.0245 0.5646 -0.134 0.003 -0.084
C 2.4146 -0.9653 -0.5314 -0.095 -0.134 0.272
C 3.1786 2.0736 -0.4762 0.010 -0.006 0.204
H 1.9182 3.2154 0.8568 -0.054 0.063 0.122
H 3.9819 2.8126 -0.5342 0.013 -0.032 -0.094
C 2.5758 -0.1217 0.7312 0.231 0.049 -0.240
H 3.0972 1.6063 -1.4589 0.066 0.028 -0.077
C -2.4359 -0.2756 0.7387 -0.235 -0.131 -0.168